The following is a DFT calculation (the ωB97M-V functional and the def2-TZVPD basis) of C25H18F3N5PdSbSe as an isolated structure.

Summary:
**Net charge**: +3
**Spin multiplicity**: 5
**⟨S²⟩**: 6.07
**Frontier orbital gap (alpha / beta)**: 7.3 / 4.3 eV

Geometry as XYZ:
```
54
C25H18F3N5PdSbSe, DFT the ωB97M-V functional and the def2-TZVPD basis
Pd 1.7319 -0.0491 0.7665
N 3.9168 3.6079 0.0223
C 3.1880 4.1906 0.9713
C 2.2477 3.2195 1.3870
N 2.4372 2.1140 0.6988
C 3.4586 2.3411 -0.1532
C 3.8564 1.3489 -1.0444
N 3.2406 0.1439 -1.0096
C 3.8685 -0.6366 -1.8564
C 4.9275 0.0939 -2.4490
N 4.8787 1.3155 -1.9341
H 4.6720 4.0668 -0.4749
H 3.3559 5.1958 1.3471
H 1.5179 3.3303 2.1764
H 3.6285 -1.6674 -2.0267
H 5.6402 -0.2201 -3.2066
H 5.5572 2.0409 -2.1327
Se 2.6721 -0.3434 3.0852
C 3.1708 -1.7491 1.9827
N 3.3331 -2.4285 1.0592
F -3.4305 1.4793 -4.7397
C -2.9220 1.2930 -3.5177
C -3.3025 0.1404 -2.8270
C -2.8358 -0.0944 -1.5562
C -1.9511 0.8280 -0.9684
C -1.5608 1.9667 -1.6759
C -2.0607 2.2162 -2.9451
Sb -1.1481 0.4155 0.9308
C -0.2229 -1.4860 0.4281
C 0.2596 -1.6385 -0.8766
C 0.8962 -2.8228 -1.2488
C 0.9478 -3.8629 -0.3461
F 1.4670 -5.0372 -0.7176
C 0.4858 -3.7411 0.9662
C -0.0322 -2.5316 1.3721
C -2.9477 -0.2294 1.9285
C -4.1107 0.5069 1.6176
C -5.2983 0.1763 2.1903
C -5.3049 -0.8834 3.1056
F -6.4037 -1.2341 3.6638
C -4.1253 -1.5527 3.5244
C -2.9449 -1.2041 2.9501
H -4.0017 -0.5223 -3.3109
H -3.1384 -0.9868 -1.0141
H -0.8654 2.6567 -1.2206
H -1.7649 3.0959 -3.5079
H 0.0356 -0.8945 -1.6157
H 1.2326 -2.9922 -2.2645
H 0.5550 -4.5899 1.6233
H -0.3286 -2.4232 2.4148
H -4.0429 1.3244 0.9067
H -6.2007 0.7032 1.9769
H -4.2221 -2.3353 4.2739
H -2.0124 -1.6553 3.2706
```



The following is a DFT calculation (the ωB97M-V functional and the def2-TZVPD basis) of C25H19BaN8O8 as an isolated structure.

Summary:
**Net charge**: -1
**Energy relative to the best compared isomer or geometry (same formula, charge and spin)**: 0.00 kcal/mol
**Frontier orbital gap**: 7.6 eV

Geometry as XYZ:
```
61
C25H19BaN8O8, DFT the ωB97M-V functional and the def2-TZVPD basis
Ba -2.2540 -0.1552 -1.4220
O -1.5943 0.0239 3.4828
C -1.8735 0.2465 2.1995
O -2.1552 -0.6405 1.4233
C -1.8319 1.6977 1.8316
C -1.4743 2.6817 2.7359
C -1.3989 3.9873 2.2693
C -1.6530 4.2443 0.9351
C -2.0013 3.1877 0.0992
N -2.1043 1.9447 0.5537
C -2.2072 3.3995 -1.4101
O -1.8754 4.5091 -1.8497
O -2.6426 2.4030 -2.0426
H -1.4018 -0.9232 3.5796
H -1.2431 2.4249 3.7586
H -1.1209 4.7894 2.9413
H -1.5775 5.2344 0.5086
O -4.3806 -4.2779 -2.0762
C -3.6127 -3.3542 -1.8241
O -3.8335 -2.1055 -1.8578
C -2.1902 -3.7558 -1.3751
C -1.9727 -5.0837 -0.9274
C -0.7512 -5.4262 -0.4391
C 0.2925 -4.4675 -0.4246
C 1.5853 -4.7332 0.0863
C 2.5537 -3.7689 0.0640
C 2.2728 -2.4986 -0.4854
C 1.0308 -2.2104 -0.9780
C 0.0069 -3.1874 -0.9442
N -1.2433 -2.8499 -1.3884
H -2.8068 -5.7680 -0.9782
H -0.5564 -6.4224 -0.0572
H 1.7918 -5.7128 0.5023
H 3.5305 -3.9664 0.4852
H 3.0431 -1.7381 -0.4927
H 0.8132 -1.2267 -1.3768
N 0.6718 -1.9119 2.4748
C 1.3579 -0.7447 2.1707
O 0.7161 0.1992 1.6689
C 2.7422 -0.6615 2.4882
C 3.3920 0.5738 2.2706
N 3.9240 1.5849 2.0924
C 3.4548 -1.7883 2.9446
N 3.9777 -2.7556 3.3054
H -0.0997 -2.0732 1.8401
H 1.2431 -2.7310 2.6299
C 1.4260 4.5709 -1.8873
N 1.2200 3.1631 -2.1686
C 0.4749 2.7597 -3.3524
C -0.0155 1.3865 -2.9384
O -0.6355 0.5962 -3.6404
N 0.2887 1.1639 -1.6301
C 0.9665 2.2388 -1.2046
N 1.3423 2.3720 0.0546
H 1.9017 5.0359 -2.7500
H 2.0970 4.6952 -1.0392
H 0.4725 5.0688 -1.6882
H 1.0942 2.7297 -4.2487
H -0.3958 3.4054 -3.5091
H 1.1778 1.5772 0.6900
H 2.0416 3.0433 0.3200
```